# 1
The following is a quantum chemistry calculation of a single C20H25ClN4O2S molecule, from the Open Molecules 2025 dataset.

Properties
E_LUMO ... -0.10 eV
Strongest force on any atom ... 1.24 eV Å⁻¹
HOMO energy ... -7.7 eV

XYZ file:
```
53
Properties=species:S:1:pos:R:3:forces:R:3:mulliken_charge:R:1
H -3.237692 -4.767485 -0.470838 0.056 -0.088 0.004 0.341
H -1.517480 -1.371777 -0.975956 0.043 0.022 0.027 0.358
H -2.403426 -3.083593 3.643751 -0.008 0.211 0.165 0.321
C -2.431633 -3.381085 0.979026 0.084 -0.236 -0.231 0.781
C -1.544782 -2.176902 -1.726638 -0.113 -0.051 -0.037 -1.025
O -0.197426 -2.858559 4.969139 -0.134 0.266 -0.153 -0.716
H -1.653753 -1.718570 -2.710349 0.066 0.084 -0.033 0.418
C 1.467892 -2.066604 0.333146 0.020 0.217 -0.121 -0.437
H 2.133899 3.415569 -3.934843 0.064 -0.073 -0.081 0.355
C 1.325531 5.321416 -3.451690 -0.100 0.275 0.037 -0.874
C 1.584569 3.988162 -3.203611 -0.092 -0.277 0.330 -0.376
H -0.372090 6.079985 -0.622277 -0.045 0.066 0.049 0.406
N 1.392930 0.121873 -0.672526 0.499 -0.679 -0.548 0.598
N -2.628920 -3.113969 -1.536517 -0.039 -0.014 -0.102 0.093
C -2.099660 -4.410471 2.061142 -0.100 -0.033 -0.527 -1.187
O 0.509208 -4.769724 3.558770 -0.005 0.026 -0.351 -0.681
H -0.598849 -2.715019 -1.692442 0.109 0.028 -0.007 0.227
C 1.084260 -0.719142 0.358531 -0.164 -0.086 0.337 0.633
N -1.794254 -3.827880 3.345988 0.785 0.094 0.566 -0.249
C 2.170642 1.057763 -2.674833 -0.129 0.101 0.195 -0.659
C 1.107918 -2.903136 1.370681 -0.051 -0.054 0.124 -0.406
H -2.935503 -5.108283 2.180832 0.161 -0.032 -0.027 0.359
H -4.056342 -1.992137 -2.531283 -0.091 0.062 -0.003 0.337
H 0.098125 3.687949 -0.186641 -0.058 -0.006 0.112 0.481
C 1.408508 1.992540 -1.750391 0.196 -1.109 0.238 0.093
H 1.387406 -3.944537 1.375847 0.084 -0.127 -0.078 0.509
H -1.213141 -4.987514 1.789991 -0.141 -0.152 -0.170 0.432
H 3.187264 1.416663 -2.838368 -0.008 -0.012 -0.067 0.380
H -1.685971 -2.585222 1.000352 -0.064 0.035 0.015 -0.184
C 0.620992 6.067513 -2.519207 0.107 -0.282 -0.050 0.434
C 1.144424 3.382962 -2.023334 -0.206 0.796 -0.052 0.612
H -0.528712 -0.716412 3.349651 -0.074 0.157 0.076 0.407
H 2.040474 -2.457022 -0.492565 0.062 -0.044 -0.102 0.444
S -0.193629 -3.530484 3.703954 -0.462 0.135 0.045 1.226
H 1.667421 5.784574 -4.363997 0.015 0.063 -0.065 0.401
H -3.407724 -2.939391 1.192156 -0.023 0.093 0.032 0.295
H 1.599351 -1.047416 -2.410826 0.104 -0.007 0.006 0.250
H -4.700031 -3.196214 -1.408019 -0.113 -0.004 0.007 0.326
C 0.435414 4.156578 -1.096930 0.126 -0.102 -0.182 -0.265
C 0.017724 -1.073586 2.490870 0.057 0.061 -0.066 -0.803
Cl 0.296581 7.735091 -2.828905 -0.036 0.178 -0.030 -0.211
N 1.016809 1.403981 -0.676652 -0.265 1.199 -0.165 -0.713
H 0.096955 0.814721 1.475657 -0.035 0.039 0.063 0.469
H 1.672906 0.973692 -3.641352 0.060 0.011 -0.031 0.390
C -2.441921 -4.018651 -0.421035 -0.058 0.097 0.268 -1.211
C -3.916425 -2.455271 -1.554355 0.128 -0.055 -0.056 -1.012
H -4.018235 -1.672951 -0.787545 -0.040 0.027 0.032 0.333
H -1.489266 -4.532871 -0.578342 -0.009 -0.076 0.035 0.373
C 2.132910 -0.252851 -1.881691 0.000 -0.152 0.071 -0.837
C 0.174115 5.487390 -1.339234 0.005 0.082 -0.055 -0.832
C 0.366764 -0.228532 1.461294 -0.078 -0.004 0.079 -0.362
H 3.130423 -0.609342 -1.611013 -0.058 -0.047 -0.077 0.318
C 0.376943 -2.410393 2.434787 -0.032 -0.623 0.552 -0.358
```
Forces are in eV/Å.


# 2
The following is a quantum chemistry calculation of 2 unconnected molecules or ions with the total composition C31H31N2O4, from the Open Molecules 2025 dataset.

Properties
E_LUMO ... 1.11 eV
Strongest force on any atom ... 3.20 eV Å⁻¹
Total charge ... -1
HOMO energy ... -3.8 eV

XYZ file:
```
68
Properties=species:S:1:pos:R:3:forces:R:3:mulliken_charge:R:1
C 2.205145 -5.309097 1.130812 0.516 0.167 -0.091 -0.790
C -1.751478 3.566538 -2.966664 -0.512 -0.446 0.654 -0.873
H 0.122082 4.145761 -3.827571 0.093 -0.093 -0.027 0.342
H 0.174115 1.194629 3.248283 0.027 0.265 -0.187 0.341
H -5.344168 -3.939547 0.272706 0.199 0.119 0.006 0.366
C -4.105321 -2.700959 -0.999848 -0.056 -0.132 0.390 -0.723
C 0.298419 -1.383088 0.697918 -1.988 -0.227 -0.102 -0.441
H -1.764884 -2.341073 2.093780 -0.364 -0.128 -0.235 0.367
C -2.415574 -2.470446 1.224836 0.168 0.175 -0.659 -0.383
C 0.666813 2.101867 2.897028 0.009 0.238 -0.280 -0.384
C 0.866832 3.855132 1.252254 0.180 -0.121 0.249 -0.126
H -2.681378 -1.429015 -2.018085 -0.148 -0.155 0.298 0.171
C -3.663767 1.988542 -3.162418 0.772 -0.260 0.201 -0.603
H 5.698020 -1.928906 1.390765 -0.328 0.003 -0.044 0.351
C 2.829830 -3.017757 0.803013 0.603 -1.364 0.392 0.446
H -4.767807 -2.773629 -1.863580 0.152 0.014 0.270 0.354
C 0.227918 2.685774 1.689775 0.338 0.075 0.675 0.300
H -3.431895 2.203044 -4.211766 -0.141 -0.242 -0.011 0.512
C 3.961888 0.103686 1.327403 0.801 0.460 0.222 0.476
C -0.956562 2.037947 0.984604 -0.425 0.013 -0.663 0.227
C 1.696905 2.667040 3.642864 0.014 0.308 -0.306 -0.543
H 0.788158 -3.679315 0.928320 0.202 -0.291 0.013 0.600
C 2.324214 3.841269 3.197838 -0.289 -0.229 -0.142 -0.310
C 4.559548 -4.713123 0.951614 -0.304 0.280 0.054 -0.698
O -3.153963 1.089286 -0.702294 0.165 0.163 -0.595 -0.726
H -5.133169 2.562162 -1.699633 0.059 0.015 -0.107 0.302
H 5.651571 -2.319895 -0.339900 -0.056 -0.077 0.186 0.272
C -0.776108 -1.199362 -0.149189 1.847 0.487 0.781 -0.332
H 0.252567 2.726974 -2.761803 -0.148 0.083 -0.082 0.217
C -2.045533 -1.845804 0.005160 -1.742 -0.880 0.303 0.884
C -3.583259 -3.224808 1.310146 0.037 0.133 -0.077 -0.696
H -0.468640 2.567241 -4.380511 0.072 0.002 0.090 0.346
H 2.006208 2.182455 4.569393 0.030 0.168 -0.240 0.321
H -3.831729 -3.717331 2.251615 0.005 0.168 -0.257 0.357
C -4.952157 2.680385 -2.770226 -0.142 0.097 0.130 -1.187
C -1.214969 2.437932 -0.357162 -0.021 -0.154 0.058 0.543
H -4.913512 3.744513 -3.020107 -0.039 -0.005 0.079 0.304
O 4.145392 -0.319503 2.487869 -0.095 0.696 -0.117 -0.761
C 5.032241 -2.180454 0.556060 0.305 0.596 -0.368 -0.717
C 1.582858 -0.945002 0.341900 2.142 -0.482 -0.231 -1.034
C -2.331079 1.931393 -1.112970 0.209 -0.192 0.971 0.142
H 0.537750 4.327508 0.323858 0.164 -0.085 0.348 0.333
H 5.616031 -4.979975 0.922725 -0.274 -0.034 0.034 0.413
N 2.706953 -1.661106 0.508744 -2.807 1.265 -0.855 0.213
H -5.785182 2.229802 -3.314476 -0.087 0.064 -0.014 0.398
H 3.830806 -6.730452 1.212103 -0.076 0.311 0.002 0.346
H 4.104660 -0.636432 -0.712068 -0.267 -0.183 0.103 0.411
C -2.940928 -1.950944 -1.093952 0.745 0.165 0.492 0.081
H 3.129638 4.285970 3.784329 -0.177 -0.117 -0.194 0.338
H 2.403800 5.328961 1.621501 -0.144 -0.269 0.164 0.334
O -1.625236 1.195491 1.612114 0.523 0.036 0.255 -0.767
H 1.721605 0.046828 -0.105087 0.150 -0.275 0.064 0.753
C 1.913229 4.426058 1.995256 -0.264 -0.304 0.019 -0.738
H -1.678513 4.352156 -2.199486 -0.008 -0.092 -0.230 0.440
C 4.191265 -3.378889 0.817370 -0.693 -0.304 -0.090 0.482
H -3.773189 0.905197 -3.029049 -0.009 0.230 -0.078 0.151
H 0.176578 -1.882479 1.668175 0.130 -0.052 -0.650 0.809
C -0.372866 3.223016 -3.509020 0.041 0.050 -0.192 -1.091
N -2.479617 2.414594 -2.407632 -0.388 0.450 -1.142 0.309
C -4.430930 -3.350507 0.202812 0.391 0.318 -0.253 -0.355
H -2.382252 3.943219 -3.784177 0.232 0.138 0.217 0.499
C 3.559691 -5.677825 1.109918 -0.282 0.035 0.069 -0.417
O 3.688589 1.212970 0.822100 0.063 -0.517 0.661 -0.700
H -0.583044 3.176261 -0.834315 -0.011 -0.195 0.231 -0.228
H -0.608836 -0.605588 -1.049370 -0.121 -0.091 0.119 0.263
C 1.831975 -3.972831 0.958575 -0.134 -0.101 0.088 -0.726
C 4.008881 -1.050842 0.296906 0.990 0.148 -0.294 -0.185
H 1.435382 -6.065631 1.269924 0.170 0.159 -0.074 0.419
```
Forces are in eV/Å.


# 3
The following is a quantum chemistry calculation of 8 unconnected molecules or ions with the total composition C26H52O17S3, from the Open Molecules 2025 dataset.

Properties
E_LUMO ... 0.12 eV
Strongest force on any atom ... 5.75 eV Å⁻¹
HOMO energy ... -9.5 eV

XYZ file:
```
98
Properties=species:S:1:pos:R:3:forces:R:3:mulliken_charge:R:1
C 4.377998 -2.936584 -3.399597 3.035 0.846 -0.093 -0.371
H -2.143906 -4.957840 -1.050549 0.476 -0.425 0.190 0.197
O 1.144702 -4.073014 4.650383 1.702 -0.906 1.439 -0.456
C -3.208019 1.658723 -3.401852 -0.379 1.009 -1.736 -0.432
C -0.174759 0.681722 0.978331 -2.024 -2.706 -0.179 0.824
H 4.386160 -2.339005 -0.198754 0.430 0.460 -0.508 0.398
H 3.590552 -3.413070 -3.983552 -0.664 0.059 0.599 0.259
C 0.432394 -1.268412 -0.383807 0.134 0.624 -0.125 0.404
C -0.712613 -3.933161 3.312127 -0.048 0.135 0.191 -0.674
C 1.427590 -5.030966 3.585362 -1.194 1.987 0.712 -0.444
H 3.995968 1.880780 4.005462 0.168 0.083 0.203 0.358
S 0.113571 -5.123796 -2.683870 -0.947 0.530 2.091 1.024
C 0.005230 -3.243307 4.459255 0.788 -1.192 -0.861 -0.217
H -1.358659 -4.730520 3.679479 -0.142 0.083 0.122 0.335
O 1.061096 -5.535464 -3.683555 -1.932 0.605 0.567 -0.550
C -0.998361 1.055414 -3.236577 0.191 -0.658 0.205 0.144
C -1.196487 2.516261 -2.648800 -0.439 -2.134 -1.370 0.195
O -1.309669 -5.934726 -2.697542 1.908 -3.001 -0.133 -0.379
O 1.193106 0.588175 1.004345 2.240 -0.988 -1.115 -0.395
H -0.591024 -3.220238 5.371418 0.216 0.287 0.040 0.283
H 6.392228 -3.849825 -2.617111 -0.001 1.366 -0.628 0.262
H 0.436348 -2.288771 4.157430 -0.647 0.495 0.152 0.135
H -6.621940 2.911786 -1.771312 -0.139 -0.223 0.555 0.330
H -0.578763 1.418598 0.284155 0.169 0.407 0.269 -0.850
C -0.325219 6.034312 2.002503 -1.081 -2.007 -0.097 -0.245
H -0.571593 0.719916 1.992810 0.034 1.031 0.079 0.351
H 0.460545 -2.357839 -0.405254 0.327 -0.041 0.315 -0.225
H -1.309862 -3.192435 2.780423 -0.032 -0.308 -0.400 0.247
H -4.041521 1.908219 -4.058456 -0.321 0.136 0.260 0.407
H 0.178359 -5.372040 1.911264 -0.254 0.033 -0.192 0.362
S -4.312533 2.636316 0.863126 -3.413 -0.582 2.431 0.790
O 2.834205 4.157099 3.953921 -0.010 1.142 0.758 -0.418
H 2.499370 -0.340501 -0.456966 -0.352 0.433 -0.133 0.270
H -3.579516 1.280101 -2.449628 0.166 -0.469 0.094 0.227
C -5.740011 3.162327 -1.181803 0.930 -0.345 -0.991 -0.036
O -0.739293 6.309099 -1.717469 -0.062 0.050 2.606 -0.531
H -2.572501 -3.068647 -2.298345 0.548 0.212 0.259 0.235
C 4.020088 -2.853966 -1.086961 -0.712 -0.411 -0.884 0.211
H 4.697276 4.290211 2.946624 0.165 0.664 1.243 0.244
H -6.527002 4.176815 0.506335 -0.601 0.031 -0.256 0.320
H 2.786594 0.920274 3.250084 -0.260 0.296 -0.833 0.270
C -2.180084 -3.907039 -2.873851 -0.602 0.958 0.238 -0.187
H 4.930756 -2.257011 -4.048244 -0.069 -0.339 -0.676 0.262
H -2.062159 4.591660 2.002137 0.417 -0.483 0.522 0.341
H -0.348472 3.106315 -2.996366 -0.622 0.682 0.067 0.343
O -5.338084 2.110495 -0.301474 -0.107 -1.100 1.868 -0.389
O -1.296674 4.730788 0.163838 0.202 1.535 -1.515 -0.023
H -0.988071 0.327431 -2.425374 -0.061 0.006 0.092 -0.611
S -1.205520 6.293573 -0.344307 -1.957 0.054 -0.065 1.092
H 4.283889 2.500584 1.465697 0.996 0.239 0.796 0.539
H -0.115195 0.840084 -3.838041 0.381 0.572 0.332 0.530
H 0.660825 5.943462 2.458082 -0.368 -0.481 0.399 0.271
O -3.034802 2.046896 0.567111 -0.827 1.405 0.299 -0.129
C 1.682138 -0.593492 0.218475 -0.914 -0.107 0.801 -0.607
C -5.809384 4.356640 -0.294155 -0.543 -1.132 1.035 -0.463
O -0.778811 -3.774492 -3.128618 2.041 -0.012 0.262 -0.239
C -2.220635 0.802436 -4.143512 1.078 -0.734 0.620 -0.743
O 4.129044 -2.086196 -2.331101 -1.777 0.880 2.345 -0.406
H 0.856779 -3.780642 1.881613 0.499 0.043 0.133 -0.323
C 3.143753 1.947062 3.329118 -0.371 0.811 0.771 -0.611
H 1.187789 -6.030398 3.948339 0.257 -0.074 -0.068 0.286
H 3.376996 5.004997 2.136030 -0.471 0.017 -0.064 0.301
C 5.313420 -3.937202 -2.746067 0.778 -2.402 -1.711 -0.597
H 1.262327 2.990589 3.333787 -0.499 -0.051 0.348 -0.238
H 4.037689 -5.002157 -1.492526 -0.444 0.201 0.213 0.165
H -1.581720 -0.710644 -0.121429 -0.303 0.455 0.209 0.364
C 0.467844 -4.542841 2.556813 -1.335 -0.370 -1.921 0.171
H 5.243222 -4.872473 -3.301448 0.066 -0.232 -0.171 0.318
H -1.280635 2.495836 -1.562242 0.169 0.119 -0.019 -0.387
O -4.550289 4.216238 0.407521 1.818 -0.332 0.869 -0.269
H 2.759732 2.964198 1.420660 -0.984 -0.697 0.243 0.004
O -4.900181 2.405011 2.265668 2.096 1.088 -5.244 -0.615
O -2.485333 2.869568 -3.216999 0.532 0.735 0.671 -0.408
H -1.055154 6.540649 2.634103 0.320 0.563 -0.126 0.249
C 3.622531 4.178694 2.803146 2.253 0.869 -0.788 -0.488
O -2.490614 6.983514 -0.055447 3.367 -1.548 -0.147 -0.576
H -0.348825 3.833722 1.695220 -0.680 -0.347 0.236 -0.228
C 3.534936 2.846936 2.177897 -1.456 -1.627 -2.721 -0.363
H -1.936415 1.078446 -5.158962 -0.596 1.003 0.024 0.316
H -2.453293 -0.247460 -4.321525 -0.217 -0.239 0.808 0.330
C -2.314290 -5.195430 -2.100611 -0.750 2.198 0.437 -0.331
C -0.691428 -0.733136 0.507040 -0.111 -0.038 -0.892 0.068
H -6.074028 5.312693 -0.745849 1.150 0.094 0.023 0.370
H 2.087477 -1.318591 0.924193 0.211 0.211 0.382 0.208
C -1.073033 4.634615 1.546194 1.241 1.509 0.903 0.003
H -2.751198 -3.845996 -3.800242 0.424 -0.545 -0.352 0.293
H -4.869890 3.145555 -1.838087 -0.257 1.122 -0.644 0.049
C 4.724969 -4.159412 -1.418121 -0.608 -0.956 1.731 -0.555
O -0.030062 6.657254 0.792646 -1.383 1.052 -2.707 -0.372
H 0.216994 -0.997578 -1.417414 0.370 0.319 -0.030 0.159
H 2.439229 -4.923802 3.193967 0.187 -0.178 0.585 0.264
H 1.979639 2.612421 5.003022 -0.594 0.552 0.022 0.394
H -3.347601 -5.539603 -2.144329 0.445 -0.932 -0.573 0.360
C 2.139386 2.952670 3.979884 1.017 -2.288 -0.027 0.101
H 5.434398 -4.474294 -0.652830 0.201 0.227 -0.051 0.390
H -0.933056 -1.449402 1.292339 0.284 0.321 0.436 -0.507
H 2.979078 -3.093456 -0.870048 -0.327 0.277 -0.138 -0.303
O 0.629965 -5.090305 -1.298394 -1.539 0.519 -2.920 -0.438
```
Forces are in eV/Å.